Entry 1:
A cluster of 13 separate species, C31H75N13O17 in total, computed with ωB97M-V/def2-TZVPD.

The geometry in XYZ format:
```
136
C31H75N13O17, DFT ωB97M-V/def2-TZVPD
C 0.6777 -0.2276 -1.5271
O 0.6230 -0.8267 -2.5999
N -0.3271 -0.0700 -0.6956
C -0.2248 0.7148 0.5498
C -1.5788 -0.6962 -1.0426
H 1.6676 0.1379 -1.2067
H -0.9155 1.5082 0.4496
H 0.7641 1.2322 0.6330
H -0.3405 0.0968 1.4468
H -1.5041 -1.7417 -0.8003
H -2.3778 -0.2088 -0.4337
H -1.8689 -0.6830 -2.1296
C -4.4843 1.2010 -1.3245
O -4.5055 1.3060 -0.0946
N -4.6012 0.0584 -1.9404
C -4.4707 -0.1574 -3.3709
C -4.8744 -1.0920 -1.1353
H -4.2071 2.0361 -2.0055
H -3.9686 -1.1411 -3.5426
H -3.9845 0.7042 -3.8134
H -5.4628 -0.2443 -3.7963
H -5.9675 -1.2723 -1.0020
H -4.3379 -2.0121 -1.5234
H -4.5608 -0.9665 -0.1205
C 4.0992 0.1715 0.2387
O 3.2834 0.9861 0.6312
N 4.0678 -1.1597 0.4709
C 4.8688 -2.1633 -0.2515
C 3.0644 -1.7407 1.3340
H 4.9563 0.4474 -0.4226
H 4.3063 -2.8779 -0.8735
H 5.4457 -2.7122 0.5031
H 5.6418 -1.6573 -0.9063
H 3.4976 -2.3029 2.1501
H 2.4591 -1.0354 1.7857
H 2.4314 -2.3691 0.7539
C 0.7708 -2.5982 5.0216
O 1.5764 -3.0650 4.1891
N 0.5958 -1.3084 5.3360
C -0.3854 -0.7219 6.1874
C 1.4816 -0.3870 4.6889
H 0.0593 -3.3153 5.5243
H -1.0668 -0.1519 5.5444
H -0.0689 -0.0150 7.0215
H -0.9259 -1.5048 6.6983
H 2.2484 -1.0340 4.2730
H 1.0137 0.2729 3.9820
H 1.9451 0.2565 5.4823
C -0.4684 -4.7296 -1.3669
O -1.4919 -4.6361 -0.7318
N 0.1809 -5.8670 -1.6328
C 1.5039 -5.8678 -2.2816
C -0.5193 -7.1571 -1.4959
H 0.0172 -3.7932 -1.8372
H 2.2035 -6.3102 -1.5745
H 1.8655 -4.9038 -2.6053
H 1.3608 -6.4141 -3.2177
H -1.5714 -7.0615 -1.2333
H -0.4501 -7.6645 -2.4625
H -0.1410 -7.8096 -0.7141
C -1.9179 -4.9448 -4.6139
O -1.6189 -6.0997 -4.9172
N -1.6526 -3.7648 -5.2459
C -1.1796 -3.8149 -6.6092
C -2.0925 -2.5437 -4.5444
H -2.3871 -4.7611 -3.6435
H -0.2911 -3.2614 -6.5820
H -1.9002 -3.3527 -7.2876
H -0.9526 -4.9039 -6.7886
H -2.3008 -1.7235 -5.2109
H -2.9321 -2.8295 -3.9016
H -1.2757 -2.1417 -3.9306
C 1.3731 3.3327 4.1888
O 0.8216 3.0464 5.1945
N 1.4307 4.6005 3.6225
C 2.1852 5.0892 2.5408
C 0.8664 5.6421 4.4116
H 1.8236 2.6654 3.4240
H 2.8550 5.8930 2.8366
H 1.5390 5.3923 1.7130
H 2.7909 4.2842 2.2003
H 0.5820 6.5205 3.8131
H -0.0806 5.2751 4.8453
H 1.3233 5.8728 5.3821
C -3.7243 4.4861 -1.4176
O -4.1363 3.9562 -2.4460
N -3.9096 5.7739 -1.0429
C -4.5522 6.7239 -2.0022
C -3.5855 6.4792 0.1850
H -3.1693 3.8772 -0.6117
H -4.8349 6.1577 -2.8104
H -3.8211 7.5110 -2.3146
H -5.4473 7.1792 -1.5819
H -3.2884 7.5298 0.0150
H -4.4765 6.5229 0.7963
H -2.7908 5.9658 0.7157
C 4.9582 2.6214 2.7158
O 5.0084 3.7716 2.3421
N 5.9341 1.8057 3.1427
C 5.7611 0.4454 3.3869
C 7.2624 2.2958 3.2812
H 3.9503 2.1821 2.8689
H 6.3154 -0.0823 2.6607
H 4.6785 0.1210 3.2209
H 6.0530 0.0958 4.3890
H 7.4855 2.4520 4.3505
H 7.9900 1.6166 2.8320
H 7.3070 3.2351 2.7981
C -3.5019 1.8220 2.8086
N -2.6069 2.9205 2.4250
O -3.1319 3.9096 1.8995
O -1.4104 2.8304 2.4991
H -3.9843 1.5829 1.8428
H -4.2428 2.2531 3.5853
H -2.9827 0.9862 3.1838
C 2.3140 -1.9557 -4.7862
N 3.0300 -1.9411 -3.4969
O 2.8707 -2.9296 -2.7844
O 3.7353 -0.9743 -3.1500
H 3.0447 -1.4302 -5.4588
H 1.3603 -1.5128 -4.6248
H 2.2526 -3.0196 -5.0581
C -0.6163 2.4772 -3.6318
N -0.6666 1.3658 -4.6721
O 0.2246 1.2454 -5.4817
O -1.5278 0.5637 -4.5361
H 0.2195 3.1586 -3.9334
H -0.3657 1.9032 -2.7875
H -1.5977 2.8759 -3.4928
C -1.2238 -2.8605 1.9293
N -2.1351 -2.0886 2.7559
O -3.1409 -2.7058 3.1059
O -1.8170 -0.9625 3.1553
H -1.8737 -3.4609 1.3092
H -0.5775 -3.5232 2.4850
H -0.6503 -2.1809 1.3557
```

Values from the calculation:
Total charge: 0
Multiplicity: 1
DFT total energy (eV): -87529.678
HOMO level (eV): -8.833

=====

Entry 2:
A cluster of 6 separate species, C31H75N5O6 in total, computed with ωB97M-V/def2-TZVPD.

The geometry in XYZ format:
```
117
C31H75N5O6, DFT ωB97M-V/def2-TZVPD
C 4.4695 0.1610 -0.5687
C 4.5189 -0.7506 -1.7915
C 5.9435 -0.9707 -2.2845
C 3.9281 -2.0647 -1.2850
C 3.5500 -3.0843 -2.3968
C 2.4707 -2.4567 -3.2739
C 2.9020 -1.0800 -3.8309
C 3.7684 -1.1560 -5.0701
C 1.5644 -0.3525 -4.1526
N 3.5483 -0.2568 -2.7637
O 4.1083 0.8911 -3.4202
H 4.7663 1.1906 -0.7720
H 3.4202 0.2371 -0.2960
H 4.8426 -0.3145 0.3385
H 6.4133 -0.0282 -2.5738
H 6.5366 -1.1845 -1.3890
H 6.0030 -1.7181 -3.0680
H 4.6245 -2.6652 -0.6869
H 3.0121 -2.0525 -0.6889
H 4.4433 -3.3455 -2.9749
H 3.2597 -4.0115 -1.8990
H 1.5857 -2.2572 -2.6694
H 2.3072 -3.2230 -4.0342
H 3.8061 -0.2018 -5.5954
H 3.2784 -1.8116 -5.7984
H 4.7886 -1.4994 -4.9176
H 0.9211 -0.9503 -4.7969
H 1.8563 0.5341 -4.7302
H 1.0155 0.0805 -3.3181
H 3.7357 1.6383 -2.9399
C -6.3381 0.6475 -3.3589
C -5.1542 0.1079 -2.5161
C -4.3241 1.3554 -2.1238
C -5.8238 -0.4685 -1.2386
C -4.8348 -1.3117 -0.4287
C -4.0973 -2.3425 -1.2958
C -3.5070 -1.8196 -2.6207
C -2.1882 -1.1502 -2.3056
C -3.2562 -3.0302 -3.5130
N -4.5062 -0.9390 -3.2262
O -4.1281 -0.5987 -4.5512
H -7.0947 1.2874 -2.9166
H -5.8999 1.1748 -4.2186
H -6.8346 -0.1413 -3.9411
H -3.8586 1.2037 -1.1510
H -3.6292 1.5692 -2.9384
H -4.9826 2.2229 -2.0797
H -6.2781 0.3131 -0.6303
H -6.6258 -1.1547 -1.5257
H -4.0217 -0.6945 -0.0298
H -5.3377 -1.7592 0.4281
H -4.6694 -3.2567 -1.5051
H -3.3251 -2.7915 -0.6604
H -2.1433 -0.5298 -1.4116
H -1.8841 -0.6395 -3.2272
H -1.3938 -1.8798 -2.1153
H -2.5780 -2.7728 -4.3283
H -4.1865 -3.3330 -4.0024
H -2.8965 -3.8811 -2.9387
H -4.8043 -1.0149 -5.0969
C -2.1183 1.6047 4.7057
O -2.5836 2.4149 3.6710
C -1.5921 2.6969 2.6982
C -1.9726 3.9010 1.8639
C -3.4020 3.8303 1.2707
N -1.0535 4.0640 0.7291
H -1.2997 2.1275 5.2293
H -1.5979 0.6841 4.3953
H -2.9141 1.3357 5.3922
H -0.5897 2.7634 3.1347
H -1.5192 1.7689 2.1035
H -1.7418 4.7313 2.5398
H -3.7371 2.8560 0.9333
H -3.5050 4.6510 0.5591
H -4.1221 4.2015 2.0130
H -0.5991 4.9677 0.8101
H -1.4061 4.1248 -0.2152
C 2.1003 2.0874 2.9632
O 1.4951 3.2568 3.5101
C 1.8718 3.5433 4.8457
C 1.2375 4.8348 5.2946
C 1.5809 6.0226 4.3967
N 1.6336 5.1312 6.6972
H 3.1303 1.9723 3.3016
H 2.0481 2.3338 1.9007
H 1.4114 1.2563 3.1392
H 1.5033 2.6847 5.4285
H 2.9625 3.6060 4.9431
H 0.1413 4.8247 5.2884
H 2.6202 6.0159 4.0722
H 1.4319 6.9852 4.9008
H 0.8149 6.1392 3.6265
H 0.9013 5.7112 7.0980
H 1.5316 4.2820 7.2539
C 1.7195 -1.5112 2.6689
O 1.9360 -2.8757 2.9843
C 1.9901 -3.7320 1.8619
C 1.4107 -5.0646 2.2699
C 1.5368 -6.1234 1.1604
N -0.0416 -4.8567 2.5657
H 1.9486 -0.9285 3.5618
H 0.6758 -1.3996 2.3689
H 2.4572 -1.1617 1.9395
H 1.4688 -3.3757 0.9655
H 3.0274 -3.8475 1.5238
H 1.9028 -5.5070 3.1415
H 0.9259 -7.0051 1.3214
H 2.6127 -6.3009 1.0997
H 1.1718 -5.6592 0.2396
H -0.2622 -5.4327 3.3777
H -0.0969 -3.9349 3.0042
C 0.0666 0.7069 -0.0951
O 1.0410 -0.1826 -0.5735
H 0.4397 1.4965 0.5591
H -0.4931 1.1587 -0.9267
H -0.7086 0.1463 0.4364
H 1.8221 0.3096 -0.8340
```

Values from the calculation:
Total charge: 0
Multiplicity: 1
DFT total energy (eV): -53092.704
SMILES: CC1(C)CCCC(C)(C)N1O.CC1(C)CCCC(C)(C)N1O.COC[C@H](C)N.COC[C@H](C)N.COC[C@H](C)N.CO
HOMO level (eV): -8.246
Energy above the lowest of the compared OMol25 structures with the same formula, charge and spin (kcal/mol): 0.0

=====

Among the records above, which one has the lowest HOMO level? C31H75N13O17